Run 1
# C4H5NO2S

One molecule with the formula C4H5NO2S (ωB97M-V/def2-TZVPD, OMol25).

Values from the calculation:
- LUMO level (alpha / beta) (eV) = -0.75 / -0.75

The geometry in ORCA input format:
```
! RIJCOSX wB97M-V def2-TZVPD def2/J DEFGRID3
* xyz 0 1
C -0.91 0.26 -0.35
C 0.14 -1.57 0.13
C 0.26 -0.27 0.54
C 1.73 0.19 0.45
N -0.60 0.48 -1.54
O -0.12 -2.61 -0.26
O -3.26 1.18 -0.16
S -2.28 0.51 0.68
H -0.07 -0.24 1.52
H 2.26 -0.13 1.36
H 1.78 1.29 0.41
H 2.23 0.04 -0.47
H -1.16 0.87 -2.32
*
```

---

Run 2
# C4H5NO2S

One molecule with the formula C4H5NO2S (ωB97M-V/def2-TZVPD, OMol25).

Values from the calculation:
- SMILES string = O/N=C1/OC=C[C@H]1S
- LUMO level (eV) = 0.77

The geometry in ORCA input format:
```
! RIJCOSX wB97M-V def2-TZVPD def2/J DEFGRID3
* xyz 0 1
O 0.90 0.72 2.26
N 1.25 1.20 0.99
C 0.48 0.68 0.15
O 0.59 1.07 -1.14
C -0.43 0.40 -1.86
C -1.15 -0.37 -1.11
C -0.61 -0.36 0.27
S 0.08 -2.01 0.84
H 1.49 1.28 2.78
H -0.52 0.59 -2.90
H -1.96 -1.07 -1.41
H -1.30 -0.07 1.09
H 1.17 -2.05 0.04
*
```

---

Run 3
# C4H5NO2S

One molecule with the formula C4H5NO2S (ωB97M-V/def2-TZVPD, OMol25).

Values from the calculation:
- LUMO level (eV) = -0.38

The geometry in ORCA input format:
```
! RIJCOSX wB97M-V def2-TZVPD def2/J DEFGRID3
* xyz 0 1
C 0.49 1.12 -0.24
C 0.86 -1.00 -0.06
C -0.31 -0.41 -0.61
C -1.61 -0.67 0.19
N -0.08 2.06 0.31
O 1.12 -2.00 0.50
O 3.19 0.60 0.50
S 2.16 0.30 -0.50
H -0.37 -0.64 -1.76
H -1.93 0.24 0.55
H -1.63 -1.36 0.99
H -2.39 -1.14 -0.49
H 0.50 2.91 0.60
*
```

---

Run 4
# C4H5NO2S

C4H5NO2S as an isolated structure (ωB97M-V/def2-TZVPD, OMol25).

Values from the calculation:
- LUMO level (eV) = -1.08

The geometry in ORCA input format:
```
! RIJCOSX wB97M-V def2-TZVPD def2/J DEFGRID3
* xyz 0 1
C -2.17 -0.48 -0.83
C -1.17 0.54 -0.18
C 1.31 0.30 0.20
C 2.48 -0.33 0.77
H -3.05 0.19 -1.32
H -0.69 1.30 -0.95
H -1.82 0.92 0.81
H -0.17 -1.18 0.16
H 3.71 0.14 0.31
N 0.02 -0.20 0.23
O -2.30 -1.73 -0.66
O 2.24 -1.37 1.42
S 1.61 1.91 0.04
*
```

---

Which of them is most stable? Easy: run 2.

---

Run 1
# C4H5NO2S

One molecule with the formula C4H5NO2S (ωB97M-V/def2-TZVPD, OMol25).

Values from the calculation:
- SMILES string = O=C1CONC(=S)C1
- LUMO level (eV) = -0.14

The geometry in ORCA input format:
```
! RIJCOSX wB97M-V def2-TZVPD def2/J DEFGRID3
* xyz 0 1
O -1.06 1.44 1.54
C -0.51 0.62 0.93
C 0.99 0.84 0.81
O 1.80 -0.08 0.06
N 0.91 -0.31 -1.11
C -0.37 -0.68 -1.18
S -1.18 -1.28 -2.44
C -1.08 -0.61 0.20
H 1.02 1.78 0.20
H 1.45 1.23 1.82
H 1.36 -1.20 -1.75
H -1.24 -1.57 0.75
H -2.09 -0.17 0.18
*
```

---

Run 2
# C4H5NO2S

One molecule with the formula C4H5NO2S (ωB97M-V/def2-TZVPD, OMol25).

Values from the calculation:
- SMILES string = NC(=S)/C=C\C(=O)O
- LUMO level (eV) = -1.00

The geometry in ORCA input format:
```
! RIJCOSX wB97M-V def2-TZVPD def2/J DEFGRID3
* xyz 0 1
N 1.43 -0.64 -1.11
C 1.73 0.34 -0.22
S 3.24 0.98 -0.06
C 0.66 0.86 0.66
C -0.66 0.58 0.78
C -1.54 -0.39 0.11
O -1.23 -1.19 -0.81
O -2.76 -0.33 0.57
H 0.46 -1.00 -1.19
H 2.20 -0.98 -1.63
H 1.01 1.60 1.27
H -1.22 1.16 1.53
H -3.30 -1.00 0.11
*
```

---

Run 3
# C4H5NO2S

One molecule with the formula C4H5NO2S (ωB97M-V/def2-TZVPD, OMol25).

Values from the calculation:
- SMILES string = O/N=C1/OC=C[C@H]1S
- LUMO level (eV) = 0.69

The geometry in ORCA input format:
```
! RIJCOSX wB97M-V def2-TZVPD def2/J DEFGRID3
* xyz 0 1
O 1.98 -1.58 0.17
N 2.09 -0.35 -0.48
C 0.85 0.11 -0.38
O 0.67 1.42 -0.64
C -0.54 1.83 -0.12
C -1.22 0.84 0.42
C -0.39 -0.50 0.38
S -1.50 -1.68 -0.45
H 3.05 -1.89 0.44
H -0.76 2.92 -0.06
H -2.20 0.74 0.84
H -0.05 -0.99 1.27
H -1.96 -0.89 -1.40
*
```

---

Which of them is most stable? Easy: run 2.

---

Run 1
# C2H3N3O2

C2H3N3O2 as an isolated structure (ωB97M-V/def2-TZVPD, OMol25).

Values from the calculation:
- LUMO level (eV) = -0.20

The geometry in ORCA input format:
```
! RIJCOSX wB97M-V def2-TZVPD def2/J DEFGRID3
* xyz 0 1
C -0.21 0.78 -0.35
C -0.25 -0.95 0.51
H -1.12 2.09 -1.14
H 1.69 -1.55 1.05
H 1.23 -0.59 -1.15
N -1.27 0.89 0.43
N -1.27 -0.34 1.05
N 0.54 -0.26 -0.46
O 0.10 1.92 -1.04
O 0.56 -1.98 1.10
*
```

---

Run 2
# C2H3N3O2

C2H3N3O2 as an isolated structure (ωB97M-V/def2-TZVPD, OMol25).

Values from the calculation:
- LUMO level (eV) = 0.51

The geometry in ORCA input format:
```
! RIJCOSX wB97M-V def2-TZVPD def2/J DEFGRID3
* xyz 0 1
C 1.08 -0.32 -0.13
C -0.50 1.03 -0.09
H 2.61 0.38 0.46
H -1.12 1.97 0.44
H -2.01 -1.59 -0.39
N 0.82 0.87 -0.23
N -0.93 -0.09 -0.13
N -0.05 -1.11 -0.16
O 2.37 -0.64 0.09
O -2.28 -0.49 0.13
*
```

---

Run 3
# C2H3N3O2

One molecule with the formula C2H3N3O2 (ωB97M-V/def2-TZVPD, OMol25).

Values from the calculation:
- SMILES string = [H]/N=c1\cnon1O
- LUMO level (eV) = -0.18

The geometry in ORCA input format:
```
! RIJCOSX wB97M-V def2-TZVPD def2/J DEFGRID3
* xyz 0 1
H -1.40 1.80 -0.35
N -1.37 0.95 0.05
C -0.16 0.41 0.15
C 1.37 0.70 0.12
N 1.99 -0.43 -0.05
O 1.10 -1.51 -0.02
N -0.19 -0.93 0.49
O -1.23 -1.65 0.01
H 1.84 1.66 0.15
H -1.94 -1.00 -0.56
*
```

---

Run 4
# C2H3N3O2

One molecule with the formula C2H3N3O2 (ωB97M-V/def2-TZVPD, OMol25).

Values from the calculation:
- SMILES string = [H]/N=c1\ncn(O)o1
- LUMO level (eV) = -0.52

The geometry in ORCA input format:
```
! RIJCOSX wB97M-V def2-TZVPD def2/J DEFGRID3
* xyz 0 1
H 3.01 0.00 0.66
N 2.33 -0.74 0.09
C 1.17 -0.19 -0.04
N 0.65 1.13 0.20
C -0.56 1.11 -0.29
N -1.05 -0.30 -0.60
O -1.87 -0.66 0.60
O 0.13 -0.98 -0.47
H -1.31 1.83 -0.31
H -2.51 -1.20 0.15
*
```

---

Which of them is most stable? Easy: run 4.

---

Run 1
# C2H3N3O2

One molecule with the formula C2H3N3O2 (ωB97M-V/def2-TZVPD, OMol25).

Values from the calculation:
- SMILES string = Nn1cnoc1=O
- LUMO level (eV) = 0.41

The geometry in ORCA input format:
```
! RIJCOSX wB97M-V def2-TZVPD def2/J DEFGRID3
* xyz 0 1
N -1.53 1.23 0.05
N -0.17 0.83 0.32
C 0.20 0.05 1.53
N 0.92 -0.98 1.22
O 0.94 -1.10 -0.15
C 0.27 -0.16 -0.79
O -0.08 -0.12 -1.99
H -2.30 0.57 -0.06
H -1.71 2.01 -0.90
H -0.15 0.22 2.59
*
```

---

Run 2
# C2H3N3O2

One molecule with the formula C2H3N3O2 (ωB97M-V/def2-TZVPD, OMol25).

Values from the calculation:
- SMILES string = [H]/N=c1\oncn1O
- LUMO level (eV) = 0.42

The geometry in ORCA input format:
```
! RIJCOSX wB97M-V def2-TZVPD def2/J DEFGRID3
* xyz 0 1
H -0.23 2.54 -0.14
N -0.74 1.73 -0.06
C 0.08 0.75 0.14
O 1.42 0.82 -0.03
N 1.91 -0.55 -0.14
C 0.75 -1.27 0.01
N -0.37 -0.53 0.26
O -1.68 -1.02 -0.17
H 0.94 -2.42 0.11
H -2.08 -0.05 0.03
*
```

---

Which of them is most stable? Easy: run 1.

---

Run 1
# C2H3N3O2

One molecule with the formula C2H3N3O2 (ωB97M-V/def2-TZVPD, OMol25).

Values from the calculation:
- SMILES string = Nc1noc(=O)[nH]1
- LUMO level (eV) = 0.36

The geometry in ORCA input format:
```
! RIJCOSX wB97M-V def2-TZVPD def2/J DEFGRID3
* xyz 0 1
N 0.21 1.23 -1.34
C -0.20 0.41 -0.32
N -1.44 0.24 -0.01
O -1.42 -0.65 1.09
C -0.15 -1.06 1.36
O 0.16 -1.87 2.19
N 0.64 -0.31 0.48
H 1.10 1.04 -1.78
H -0.53 1.39 -2.01
H 1.64 -0.40 0.36
*
```

---

Run 2
# C2H3N3O2

One molecule with the formula C2H3N3O2 (ωB97M-V/def2-TZVPD, OMol25).

Values from the calculation:
- SMILES string = N#C[C@@H](N)[N+](=O)[O-]
- LUMO level (eV) = -0.21

The geometry in ORCA input format:
```
! RIJCOSX wB97M-V def2-TZVPD def2/J DEFGRID3
* xyz 0 1
N -2.57 -2.07 -0.48
C -1.79 -1.28 -0.20
C -0.88 -0.26 0.35
N 0.46 -0.24 -0.18
N -1.60 1.18 0.02
O -1.14 1.92 -0.81
O -2.65 1.32 0.65
H -0.89 -0.24 1.48
H 0.84 0.65 -0.23
H 0.70 -0.62 -1.08
*
```

---

Which of them is most stable? Easy: run 1.

---

Run 1
# C5H11FN

A 2-piece molecular cluster, C5H11FN overall (ωB97M-V/def2-TZVPD, OMol25).

Values from the calculation:
- LUMO level (eV) = -4.90

The geometry in ORCA input format:
```
! RIJCOSX wB97M-V def2-TZVPD def2/J DEFGRID3
* xyz 1 1
C -1.82 0.54 -0.94
C -1.87 0.75 0.60
C -0.97 -0.64 -1.12
C -0.93 -0.33 1.18
C 3.33 0.16 -0.07
N -0.56 -1.07 0.00
F 0.24 -2.13 0.14
H -2.80 0.38 -1.38
H -1.39 1.40 -1.47
H -1.54 1.74 0.88
H -2.88 0.62 0.97
H -0.72 -1.11 -2.06
H 2.96 -0.47 0.73
H -0.03 0.07 1.65
H -1.42 -0.99 1.90
H 4.18 -0.33 -0.53
H 2.56 0.32 -0.81
H 3.65 1.11 0.34
*
```

---

Run 2
# C5H11FN

A 2-piece molecular cluster, C5H11FN overall (ωB97M-V/def2-TZVPD, OMol25).

Values from the calculation:
- LUMO level (eV) = -3.94

The geometry in ORCA input format:
```
! RIJCOSX wB97M-V def2-TZVPD def2/J DEFGRID3
* xyz 1 1
C -0.89 -1.25 0.91
C 0.14 -0.48 1.76
C -1.11 -0.35 -0.24
C 0.76 0.49 0.75
C -0.13 1.60 -1.30
N -0.23 0.57 -0.31
F 0.87 -1.09 -2.09
H -0.50 -2.19 0.53
H -1.81 -1.48 1.44
H -0.36 0.07 2.55
H 0.88 -1.13 2.21
H 1.35 -1.59 -2.72
H -1.89 -0.46 -0.96
H 0.97 1.48 1.16
H 1.69 0.10 0.32
H -0.73 1.34 -2.17
H -0.49 2.55 -0.89
H 0.91 1.73 -1.60
*
```

---

Which of them is most stable? Easy: run 2.